Entry 1:
Molecular formula: C112H68O38
Method: DFT, ωB97M-V/def2-TZVPD

Output
HOMO-LUMO gap = 7.3 eV
SMILES string = O=C1c2ccccc2C(=O)c2ccccc21.O=C1c2ccccc2C(=O)c2ccccc21.O=C1c2ccccc2C(=O)c2ccccc21.O=C1c2ccccc2C(=O)c2ccccc21.O=C1c2ccccc2C(=O)c2ccccc21.O=C1C=C(O)C(=O)C=C1O.O=C1C=C(O)C(=O)C=C1O.O=C1C=C(O)C(=O)C=C1O.O=C1C=C(O)C(=O)C=C1O.O=C1C=C(O)C(=O)C=C1O.O=C1C=C(O)C(=O)C=C1O.O=C1C=C(O)C(=O)C=C1O
Calculated total energy = -195047.7673 eV
Highest occupied orbital energy = -9.04 eV

Last column: Löwdin charge in e.
Cartesian coordinates (Å):
C (-0.58, -6.60, -1.60)  0.0561
C (-1.07, -5.39, -1.26)  -0.2401
C (-1.23, -5.06, 0.15)  -0.3336
O (-1.50, -3.94, 0.44)  0.1396
C (-1.02, -6.14, 1.14)  0.0668
C (-0.70, -7.40, 0.80)  -0.2226
C (-0.44, -7.70, -0.69)  -0.3196
O (-0.14, -8.84, -1.04)  0.0851
O (-0.62, -8.51, 1.56)  0.0946
O (-1.45, -4.42, -2.07)  0.1163
H (-0.31, -6.68, -2.64)  0.1321
H (-1.35, -5.89, 2.14)  0.1292
H (-0.28, -9.23, 1.00)  0.1152
H (-1.67, -3.59, -1.62)  0.0474
C (4.07, -6.68, -4.98)  0.0441
C (3.25, -5.69, -4.64)  -0.1577
C (2.58, -5.63, -3.25)  -0.2883
O (1.73, -4.76, -2.99)  0.0971
C (2.88, -6.72, -2.38)  0.0593
C (3.65, -7.76, -2.75)  -0.1868
C (4.39, -7.73, -4.08)  -0.3240
O (5.14, -8.69, -4.32)  0.0827
O (3.68, -8.96, -2.11)  0.0921
O (2.77, -4.70, -5.50)  0.0902
H (4.52, -6.68, -5.97)  0.1448
H (2.38, -6.79, -1.43)  0.1068
H (4.30, -9.57, -2.55)  0.1334
H (2.39, -4.03, -4.94)  0.0479
C (0.58, 3.99, -2.77)  0.0536
C (1.65, 3.33, -2.31)  -0.1857
C (1.73, 2.93, -0.83)  -0.3071
O (2.52, 2.10, -0.49)  0.1209
C (0.76, 3.54, 0.07)  0.1114
C (-0.35, 4.16, -0.49)  -0.1924
C (-0.40, 4.50, -1.94)  -0.3526
O (-1.34, 5.15, -2.35)  0.1265
O (-1.41, 4.65, 0.13)  0.1155
O (2.79, 3.03, -2.92)  0.1264
H (0.47, 4.35, -3.78)  0.1330
H (0.88, 3.43, 1.16)  0.1320
H (-1.87, 5.13, -0.59)  0.1250
H (3.29, 2.68, -2.17)  0.0743
C (-5.12, -3.18, -1.30)  0.1065
C (-4.94, -2.71, -2.59)  -0.2219
C (-5.95, -1.84, -3.22)  -0.3782
O (-5.81, -1.37, -4.30)  0.1415
C (-7.16, -1.56, -2.52)  0.0445
C (-7.38, -1.92, -1.30)  -0.2481
C (-6.34, -2.74, -0.58)  -0.3218
O (-6.52, -3.06, 0.56)  0.1211
O (-8.52, -1.70, -0.60)  0.0992
O (-3.83, -2.87, -3.32)  0.0937
H (-4.33, -3.65, -0.77)  0.1172
H (-8.03, -1.20, -3.13)  0.1653
H (-8.22, -1.95, 0.31)  0.1212
H (-4.03, -2.57, -4.22)  0.1189
C (2.72, -5.02, 1.86)  0.0743
C (3.51, -3.97, 2.07)  -0.1602
C (4.96, -4.09, 1.57)  -0.2901
O (5.72, -3.17, 1.70)  0.1047
C (5.43, -5.36, 1.05)  0.0808
C (4.58, -6.42, 0.86)  -0.1459
C (3.10, -6.29, 1.23)  -0.2741
O (2.32, -7.20, 0.93)  0.0941
O (4.88, -7.62, 0.25)  0.0756
O (3.10, -2.78, 2.65)  0.0789
H (1.67, -5.07, 2.12)  0.1273
H (6.50, -5.44, 0.85)  0.1156
H (4.05, -8.09, 0.13)  0.0797
H (3.82, -2.12, 2.61)  0.0534
C (-4.84, 1.19, 7.00)  0.0878
C (-3.56, 0.83, 7.19)  -0.2279
C (-2.46, 1.55, 6.48)  -0.3439
O (-1.31, 1.20, 6.57)  0.1209
C (-2.89, 2.49, 5.47)  0.0501
C (-4.14, 2.88, 5.26)  -0.2390
C (-5.26, 2.29, 6.07)  -0.3212
O (-6.35, 2.75, 5.99)  0.1426
O (-4.60, 3.78, 4.40)  0.1007
O (-3.12, -0.19, 7.97)  0.0960
H (-5.65, 0.58, 7.41)  0.1334
H (-2.05, 2.83, 4.86)  0.0991
H (-3.87, 4.20, 3.92)  0.0501
H (-2.18, -0.34, 7.90)  0.1081
C (7.77, 1.16, 2.63)  0.0774
C (6.97, 0.09, 2.60)  -0.1852
C (5.50, 0.25, 2.42)  -0.2789
O (4.76, -0.70, 2.59)  0.0894
C (4.92, 1.52, 2.03)  0.0694
C (5.66, 2.61, 2.03)  -0.2574
C (7.20, 2.44, 2.22)  -0.2883
O (7.93, 3.38, 1.92)  0.0954
O (5.27, 3.85, 2.00)  0.1063
O (7.39, -1.21, 2.81)  0.0973
H (8.82, 1.09, 2.70)  0.1327
H (3.85, 1.62, 2.01)  0.1209
H (6.11, 4.42, 1.99)  0.1552
H (6.82, -1.80, 2.31)  0.0527
C (-4.23, 8.10, 1.70)  -0.0572
C (-3.35, 9.06, 1.10)  -0.0219
C (-1.99, 8.80, 1.01)  0.0120
C (-1.52, 7.61, 1.51)  -0.1459
C (-2.36, 6.70, 2.05)  -0.0610
C (-3.78, 6.94, 2.17)  0.0243
C (-1.77, 5.53, 2.77)  -0.2445
O (-2.52, 4.63, 3.13)  0.0642
C (-0.35, 5.61, 3.13)  -0.0831
C (0.10, 4.86, 4.21)  0.0256
C (1.39, 5.03, 4.66)  -0.0421
C (2.26, 5.72, 3.85)  -0.0551
C (1.86, 6.44, 2.71)  0.0226
C (0.52, 6.47, 2.43)  -0.0917
C (-0.14, 7.28, 1.42)  -0.3018
O (0.58, 7.84, 0.58)  0.1169
H (-5.30, 8.32, 1.74)  0.1047
H (-3.67, 10.00, 0.67)  0.1086
H (-1.31, 9.54, 0.58)  0.1337
H (-4.44, 6.19, 2.54)  0.1060
H (-0.58, 4.14, 4.69)  0.1129
H (1.79, 4.44, 5.48)  0.1166
H (3.28, 5.66, 4.20)  0.1076
H (2.59, 7.00, 2.14)  0.1278
C (-4.46, 0.71, 0.61)  -0.0481
C (-3.91, 1.58, 1.60)  -0.0076
C (-2.55, 1.47, 1.85)  0.0285
C (-1.81, 0.54, 1.10)  -0.0951
C (-2.34, -0.15, 0.07)  -0.0666
C (-3.71, -0.05, -0.21)  -0.0061
C (-1.55, -1.16, -0.75)  -0.2326
O (-2.15, -1.93, -1.48)  0.0461
C (-0.09, -1.17, -0.55)  -0.0411
C (0.79, -1.98, -1.31)  0.0184
C (2.13, -2.12, -0.98)  -0.0371
C (2.65, -1.38, 0.06)  -0.0508
C (1.90, -0.41, 0.76)  0.0186
C (0.48, -0.44, 0.55)  -0.0522
C (-0.35, 0.45, 1.33)  -0.2952
O (0.15, 0.88, 2.36)  0.0964
H (-5.52, 0.73, 0.36)  0.1021
H (-4.57, 2.30, 2.01)  0.0642
H (-2.00, 2.08, 2.55)  0.0981
H (-4.06, -0.48, -1.13)  0.1063
H (0.46, -2.58, -2.15)  0.1002
H (2.78, -2.77, -1.54)  0.0826
H (3.75, -1.28, 0.12)  0.1098
H (2.32, 0.12, 1.56)  0.0835
C (7.07, -6.28, -1.89)  -0.0438
C (8.14, -6.02, -1.06)  -0.0809
C (8.42, -4.75, -0.67)  -0.0012
C (7.59, -3.68, -1.07)  -0.0949
C (6.55, -3.95, -2.01)  -0.0401
C (6.28, -5.26, -2.42)  0.0359
C (5.59, -2.90, -2.47)  -0.2706
O (4.56, -3.17, -3.03)  0.1073
C (5.86, -1.51, -2.09)  -0.0794
C (5.06, -0.43, -2.52)  0.0234
C (5.44, 0.87, -2.27)  -0.0377
C (6.54, 1.13, -1.48)  -0.0429
C (7.28, 0.09, -0.98)  -0.0105
C (6.93, -1.20, -1.27)  -0.0807
C (7.76, -2.32, -0.68)  -0.2719
O (8.73, -1.98, 0.00)  0.0934
H (6.94, -7.36, -2.09)  0.1232
H (8.74, -6.83, -0.65)  0.1210
H (9.19, -4.58, 0.05)  0.1227
H (5.39, -5.52, -2.95)  0.0811
H (4.28, -0.71, -3.23)  0.1053
H (4.93, 1.72, -2.70)  0.0936
H (6.72, 2.12, -1.11)  0.1081
H (8.17, 0.36, -0.41)  0.1338
C (5.01, -0.79, -6.09)  -0.0399
C (5.11, 0.55, -6.43)  -0.0647
C (4.05, 1.41, -6.36)  -0.0016
C (2.82, 0.91, -5.91)  -0.0823
C (2.69, -0.42, -5.58)  -0.0871
C (3.79, -1.27, -5.63)  -0.0126
C (1.40, -0.93, -5.09)  -0.2560
O (1.16, -2.14, -5.03)  0.0980
C (0.32, 0.00, -4.84)  -0.0885
C (-0.82, -0.49, -4.19)  0.0133
C (-1.92, 0.38, -4.06)  -0.0159
C (-1.86, 1.75, -4.51)  -0.0483
C (-0.73, 2.15, -5.15)  -0.0494
C (0.38, 1.32, -5.34)  -0.0641
C (1.66, 1.85, -5.92)  -0.2625
O (1.69, 2.96, -6.44)  0.0932
H (5.86, -1.47, -6.05)  0.1183
H (6.08, 0.98, -6.66)  0.1108
H (4.18, 2.47, -6.61)  0.1369
H (3.68, -2.30, -5.41)  0.0883
H (-0.77, -1.54, -3.95)  0.1109
H (-2.89, 0.06, -3.57)  0.1147
H (-2.75, 2.45, -4.42)  0.1340
H (-0.58, 3.17, -5.48)  0.1139
C (-7.96, 0.15, 4.01)  -0.0498
C (-9.16, 0.52, 4.71)  -0.0405
C (-9.76, 1.74, 4.48)  -0.0105
C (-9.26, 2.64, 3.52)  -0.0688
C (-8.08, 2.26, 2.84)  -0.0444
C (-7.42, 1.06, 3.18)  -0.0214
C (-7.44, 3.26, 1.90)  -0.2808
O (-6.48, 2.99, 1.26)  0.0999
C (-8.01, 4.62, 1.69)  -0.0562
C (-7.41, 5.52, 0.86)  -0.0225
C (-7.93, 6.81, 0.77)  -0.0830
C (-9.09, 7.19, 1.45)  -0.0287
C (-9.73, 6.20, 2.28)  0.0008
C (-9.23, 4.93, 2.44)  -0.0789
C (-9.94, 3.95, 3.26)  -0.2570
O (-11.10, 4.12, 3.69)  0.0829
H (-7.50, -0.79, 4.22)  0.1021
H (-9.68, -0.22, 5.35)  0.1136
H (-10.72, 2.01, 4.93)  0.1240
H (-6.50, 0.82, 2.65)  0.1010
H (-6.52, 5.36, 0.26)  0.1261
H (-7.57, 7.51, 0.03)  0.1040
H (-9.56, 8.16, 1.22)  0.1122
H (-10.68, 6.44, 2.73)  0.1151


Entry 2:
Molecular formula: C11H10Br2F6GaNO9S2
Method: DFT, ωB97M-V/def2-TZVPD

Output
HOMO-LUMO gap = 9.2 eV
Calculated total energy = -261923.9037 eV
Highest occupied orbital energy = -10.06 eV

Last column: Löwdin charge in e.
Cartesian coordinates (Å):
Ga (0.39, 0.67, -0.28)  0.1561
O (1.11, 4.43, 0.55)  0.1361
C (0.84, 3.28, 0.77)  -0.5235
O (0.19, 2.52, -0.10)  -0.1383
C (1.13, 2.62, 2.12)  -0.0767
C (-0.11, 1.81, 2.55)  -0.2263
C (-0.01, 1.44, 4.03)  -0.0753
C (1.07, 0.34, 4.00)  -0.0749
C (1.41, 0.27, 2.51)  -0.2161
O (0.12, 0.54, 1.89)  -0.1027
C (2.23, 1.50, 2.09)  -0.0754
C (2.90, 1.31, 0.73)  -0.5133
O (4.01, 1.71, 0.52)  0.1411
O (2.20, 0.61, -0.17)  0.0046
H (1.38, 3.41, 2.82)  0.1621
H (-1.06, 2.23, 2.23)  0.1577
H (0.27, 2.31, 4.63)  0.1234
H (-0.97, 1.07, 4.39)  0.1197
H (1.95, 0.58, 4.60)  0.1236
H (0.67, -0.61, 4.34)  0.1207
H (1.80, -0.68, 2.16)  0.1721
H (3.03, 1.73, 2.80)  0.1612
Br (-0.33, 1.43, -2.75)  0.9286
C (-2.23, 1.49, -2.31)  -0.8503
Br (-2.50, 1.07, -0.45)  0.8421
H (-2.74, 0.74, -2.89)  -0.0048
H (-2.59, 2.49, -2.50)  0.0264
F (0.99, -3.72, -0.06)  0.1524
C (-0.08, -3.66, -0.85)  -0.6781
F (0.04, -4.56, -1.80)  0.1782
F (-1.16, -3.87, -0.12)  0.1691
S (-0.10, -1.93, -1.53)  0.6446
O (-0.03, -1.18, -0.23)  -0.2710
O (1.05, -1.77, -2.35)  -0.2275
N (-1.44, -1.54, -2.18)  -0.3193
S (-2.36, -2.46, -3.11)  0.6043
O (-2.40, -3.81, -2.64)  -0.2498
O (-3.56, -1.74, -3.37)  -0.2614
C (-1.44, -2.52, -4.72)  -0.6739
F (-2.23, -2.96, -5.69)  0.1594
F (-1.02, -1.29, -5.04)  0.1269
F (-0.39, -3.32, -4.60)  0.1483